<w>
{
  "formula": "C9H36N18O9",
  "method": "ωB97M-V/def2-TZVPD",
  "species": ["C", "O", "N", "N", "H", "H", "H", "H", "C", "O", "N", "N", "H", "H", "H", "H", "C", "O", "N", "N", "H", "H", "H", "H", "C", "O", "N", "N", "H", "H", "H", "H", "C", "O", "N", "N", "H", "H", "H", "H", "C", "O", "N", "N", "H", "H", "H", "H", "C", "O", "N", "N", "H", "H", "H", "H", "C", "O", "N", "N", "H", "H", "H", "H", "C", "O", "N", "N", "H", "H", "H", "H"],
  "coordinates": [[1.33462, 1.36099, -4.38367], [1.42030, 2.31042, -5.16793], [2.42680, 0.84930, -3.73401], [0.20825, 0.57284, -4.24552], [3.36859, 1.07203, -3.99290], [2.29922, -0.05080, -3.30942], [-0.61948, 0.88816, -4.71467], [0.17801, 0.12184, -3.32007], [0.79162, -4.92979, 1.72736], [0.82114, -5.59058, 2.74431], [1.87925, -4.70077, 0.92847], [-0.33397, -4.36196, 1.15903], [2.75741, -5.01465, 1.30882], [1.90449, -4.38320, -0.02971], [-1.17958, -4.31612, 1.70163], [-0.40767, -4.08644, 0.19658], [-1.01754, 0.66729, 4.21074], [-1.94532, 1.10574, 3.55998], [-0.80949, -0.68238, 4.44607], [0.14163, 1.39308, 4.39896], [-1.52717, -1.27556, 4.05395], [-0.40568, -1.01124, 5.30820], [0.03984, 2.37756, 4.20651], [0.78362, 1.03002, 5.08319], [2.45260, -2.85227, -2.19483], [1.52494, -2.96721, -1.35564], [2.61527, -3.79852, -3.15339], [3.41599, -1.89234, -2.18410], [2.05039, -4.63136, -3.13838], [3.22663, -3.81611, -3.95022], [3.30918, -1.12221, -1.52416], [4.30511, -2.15029, -2.56956], [-0.76727, -0.22915, -0.59667], [-0.42249, 0.29038, -1.67713], [-1.42389, 0.55957, 0.31946], [-0.64841, -1.56167, -0.29147], [-1.35508, 1.54009, 0.05861], [-1.32076, 0.37650, 1.31134], [0.16336, -1.87389, -0.85330], [-0.63815, -1.67226, 0.71012], [-5.17617, -0.02791, 1.34024], [-4.94949, -1.20459, 1.58414], [-6.39428, 0.57199, 1.39049], [-4.15792, 0.85517, 0.99719], [-6.35637, 1.56725, 1.26755], [-7.25771, 0.13542, 1.64566], [-4.30081, 1.49481, 0.23576], [-3.22787, 0.46503, 1.10431], [-2.03280, 3.20996, -1.45071], [-0.97791, 3.10423, -0.81762], [-2.77343, 4.35517, -1.59380], [-2.44945, 2.19072, -2.24738], [-3.50764, 4.40938, -2.26819], [-2.46197, 5.09901, -0.99436], [-3.28909, 2.11597, -2.78801], [-1.82312, 1.38891, -2.24583], [2.52110, 3.38598, -0.50628], [3.64609, 3.83262, -0.72672], [1.47322, 4.11945, -0.00950], [2.13228, 2.07706, -0.65059], [1.53618, 5.11263, 0.09162], [0.63948, 3.58667, 0.14469], [1.20901, 1.72792, -0.47777], [2.83260, 1.43765, -0.97284], [2.39997, -0.24763, 1.64896], [3.15064, -0.13226, 0.67748], [1.78897, -1.42357, 2.02359], [2.01442, 0.78348, 2.46398], [1.42685, -1.47855, 2.95673], [1.79911, -2.21604, 1.41469], [2.53880, 1.64050, 2.47638], [1.43100, 0.51852, 3.23956]],
  "total_charge": 0,
  "homo_lumo_gap_ev": 8.66,
  "smiles": "NC(N)=O.NC(N)=O.NC(N)=O.NC(N)=O.NC(N)=O.NC(N)=O.NC(N)=O.NC(N)=O.NC(N)=O"
}

<x>
{
  "formula": "C9H36N18O9",
  "method": "ωB97M-V/def2-TZVPD",
  "species": ["C", "O", "N", "N", "H", "H", "H", "H", "C", "O", "N", "N", "H", "H", "H", "H", "C", "O", "N", "N", "H", "H", "H", "H", "C", "O", "N", "N", "H", "H", "H", "H", "C", "O", "N", "N", "H", "H", "H", "H", "C", "O", "N", "N", "H", "H", "H", "H", "C", "O", "N", "N", "H", "H", "H", "H", "C", "O", "N", "N", "H", "H", "H", "H", "C", "O", "N", "N", "H", "H", "H", "H"],
  "coordinates": [[-0.17805, 3.37277, -4.05338], [0.70488, 2.59033, -3.71335], [-0.21394, 3.92240, -5.33959], [-1.26352, 3.72156, -3.28446], [-1.15334, 4.23596, -5.55379], [0.19973, 3.41325, -6.08037], [-1.13428, 3.73692, -2.28679], [-1.72437, 4.58168, -3.50518], [2.80814, 0.27063, 4.22398], [2.89270, 0.56253, 5.42988], [2.77760, -0.97052, 3.65271], [2.77140, 1.38056, 3.39797], [3.03113, -1.71793, 4.28563], [2.83385, -1.19329, 2.64948], [2.72380, 1.30060, 2.37775], [2.91688, 2.27531, 3.82058], [-0.13621, -4.63905, -2.75240], [1.04304, -4.46543, -2.36611], [-0.43901, -5.77871, -3.48081], [-1.23022, -3.96378, -2.31555], [0.30720, -6.29814, -3.99579], [-1.36500, -6.01836, -3.75533], [-0.97123, -3.21270, -1.61633], [-2.09668, -4.05935, -2.79189], [-0.01955, -0.65557, -0.86852], [-0.64396, -1.67892, -0.62045], [-0.15548, 0.53258, -0.28639], [0.75222, -0.72495, -1.87532], [0.66706, 1.14354, -0.15697], [-0.64615, 0.57314, 0.65886], [1.03957, 0.13709, -2.26324], [0.83371, -1.53440, -2.45302], [2.70215, 3.00249, -0.11385], [2.20768, 2.04886, 0.53124], [3.58371, 3.93287, 0.51197], [2.52034, 3.34611, -1.49713], [4.01973, 4.67240, -0.06710], [4.33791, 3.62239, 1.07549], [2.82812, 4.25231, -1.78577], [1.87689, 2.91737, -2.15836], [2.06791, -3.64676, 0.73931], [2.20409, -3.06940, 1.78553], [2.67669, -3.35102, -0.38970], [1.16462, -4.67514, 0.75102], [2.56043, -3.79092, -1.25974], [3.33953, -2.62370, -0.27938], [0.73047, -4.97908, -0.14959], [0.56960, -4.81206, 1.54632], [-0.96303, -0.16219, 3.30760], [-1.74710, 0.68684, 2.87656], [-0.70579, -0.19261, 4.67831], [-0.51125, -1.12840, 2.51396], [-1.16129, 0.49082, 5.26006], [-0.01466, -0.83155, 5.03627], [-0.82941, -1.01621, 1.58944], [0.41450, -1.54851, 2.62334], [-0.96235, 3.80400, 0.56908], [-0.74010, 4.31811, -0.51671], [-1.63571, 2.67657, 0.75005], [-0.63041, 4.42366, 1.72498], [-1.72944, 2.05359, -0.06957], [-1.85998, 2.13470, 1.53547], [-0.37064, 5.37332, 1.68250], [-0.92652, 4.15653, 2.62687], [-4.86536, -1.64901, -0.51167], [-4.54654, -1.93542, -1.65645], [-4.09547, -2.08234, 0.53247], [-6.02599, -0.92293, -0.24550], [-4.11590, -1.65721, 1.45044], [-3.18928, -2.42960, 0.08538], [-6.36371, -0.95879, 0.71027], [-6.74635, -1.28981, -0.87523]],
  "total_charge": 0,
  "homo_lumo_gap_ev": 9.69,
  "smiles": "NC(N)=O.NC(N)=O.NC(N)=O.NC(N)=O.NC(N)=O.NC(N)=O.NC(N)=O.NC(N)=O.NC(N)=O"
}

Short version: <x> is the most stable of them.